Record 1
{
  "formula": "C7H7I2O2",
  "method": "ωB97M-V/def2-TZVPD",
  "elements": ["C", "C", "C", "C", "O", "C", "I", "C", "O", "C", "I", "H", "H", "H", "H", "H", "H", "H"],
  "xyz": [[-0.738, 1.430, 0.237], [0.095, 0.159, 0.421], [0.932, 0.251, 1.769], [1.089, 0.157, -0.854], [2.272, 0.437, -0.753], [0.405, -0.475, -1.845], [1.130, -0.537, -3.816], [-0.660, -1.263, -1.442], [-1.514, -1.905, -2.028], [-0.606, -1.076, 0.117], [-2.604, -1.511, 1.001], [-1.663, 1.395, 0.995], [-1.244, 1.542, -0.794], [-0.316, 2.400, 0.383], [0.482, -0.221, 2.625], [1.133, 1.305, 2.111], [1.804, -0.222, 1.399], [0.003, -1.865, 0.472]],
  "charge": -1,
  "homo_ev": -4.331,
  "e_tot_ev": -27669.9831,
  "smiles": "CC1(C)C([O-])=C(I)C(=O)[C@@H]1I",
  "gap_ev": 7.04
}

Record 2
{
  "formula": "C7H7IN2S",
  "method": "ωB97M-V/def2-TZVPD",
  "elements": ["C", "C", "C", "C", "C", "C", "C", "N", "N", "S", "I", "H", "H", "H", "H", "H", "H", "H"],
  "xyz": [[-1.041, 2.309, 0.446], [-2.063, 1.748, -0.275], [0.064, 1.567, 0.710], [-1.779, 0.518, -0.888], [0.316, 0.397, 0.076], [1.680, -1.549, 0.035], [0.455, -2.541, 0.056], [-0.616, -0.152, -0.754], [1.543, -0.189, 0.100], [3.104, -2.296, 0.099], [3.409, 0.692, -0.047], [-1.064, 3.163, 1.084], [-2.987, 2.332, -0.403], [0.857, 2.107, 1.188], [-2.524, 0.070, -1.604], [0.692, -3.315, 0.808], [0.308, -2.982, -0.941], [-0.357, -1.879, 0.307]],
  "charge": 0,
  "homo_ev": -7.809,
  "e_tot_ev": -29286.6481,
  "gap_ev": 7.07
}